Entry 1:
116
Properties=species:S:1:pos:R:3:forces:R:3 method="wB97M-V/def2-TZVPD" gap_ev=6.4 homo_ev=-6.8
H 3.257 -3.903 6.214 2.101 -0.302 -1.480
H -0.492 -0.408 -0.102 -0.111 0.069 0.110
H -8.807 -4.907 -1.549 0.326 1.547 1.758
H -5.333 8.168 -1.833 -0.075 -0.083 -0.033
H -6.221 -4.608 -1.004 -1.591 -0.508 1.945
H -3.150 9.783 -0.446 0.198 -0.278 -0.048
C -3.568 8.801 -0.704 -0.018 0.094 -0.068
H -3.549 -0.081 -0.332 0.538 1.083 2.078
C 4.179 -3.981 5.467 0.258 1.302 0.360
H 6.939 -4.902 3.444 -0.815 -0.367 -2.025
H -5.282 0.001 3.272 0.806 -1.378 -2.067
H -5.525 9.667 -0.949 0.171 -0.080 -0.163
C 4.272 -0.891 -4.067 0.018 -0.591 -0.527
C 3.636 -4.420 4.012 -1.085 0.233 -0.191
C 4.053 -2.488 -3.758 -0.365 -0.118 -0.845
C -3.317 -0.262 2.028 0.111 1.212 0.005
H 5.092 -3.379 -0.667 -0.966 2.417 -0.127
H 2.449 -4.519 4.082 2.573 0.244 -0.129
H 4.843 -5.749 6.743 1.237 1.754 -1.298
C -3.023 5.768 -0.289 0.051 0.064 -0.064
H 5.280 -1.610 -1.409 -1.406 -1.391 1.081
C 2.803 -2.830 -2.750 -0.044 -0.580 0.043
C -1.299 5.951 -2.087 -0.601 0.284 0.194
H -6.943 -1.070 1.638 2.200 0.343 -0.986
H -5.919 -0.056 0.421 0.502 -1.792 1.522
H 0.776 -0.469 -2.639 0.796 2.206 1.327
H 2.506 -1.412 -0.865 0.918 -1.842 -0.907
H 3.926 -2.165 1.511 1.580 1.243 -1.350
H 3.050 0.645 -5.231 -0.507 -1.559 1.885
C -5.584 -2.416 0.397 -0.082 -0.080 0.997
H -2.526 -1.140 2.027 -1.828 1.601 -0.091
C 1.107 0.603 -2.238 0.461 -0.196 -0.950
H 5.888 -4.196 6.966 -0.762 -1.447 -1.878
H 1.390 0.562 -1.094 -1.092 0.095 -2.362
H 6.026 -0.181 1.945 0.286 -2.200 -1.338
H -9.258 -4.257 0.245 1.437 -0.197 -1.876
Ga -1.194 1.001 0.286 -0.315 -0.291 0.080
H 2.577 2.088 -3.384 -0.323 -2.174 0.610
H 4.939 -0.440 -3.216 -1.497 -0.575 -1.589
H -2.248 8.434 -2.395 -0.092 -0.244 0.145
C 6.671 -5.064 2.318 0.611 0.068 -1.191
H -6.044 -4.080 1.991 -1.036 1.047 -2.059
C -5.854 -0.959 1.170 -0.873 -0.570 0.550
H 2.646 -4.009 -2.797 0.385 2.478 0.138
H -7.594 -3.149 1.448 2.032 -0.522 -0.735
C 6.101 -1.201 1.332 -0.186 -0.295 1.021
H 2.562 -3.272 -0.520 0.960 1.975 -1.318
C -4.812 9.073 -1.534 -0.282 0.183 0.036
H 0.357 2.538 -3.200 -0.865 -1.871 0.949
H -0.189 3.188 -0.900 -1.083 -1.547 -0.757
C -6.576 -3.577 1.055 0.207 -0.653 -0.416
H -4.931 4.416 -2.021 0.092 0.188 0.015
H 3.407 0.825 -2.253 -1.871 0.346 -1.649
C -0.122 1.630 -2.594 0.291 1.173 -0.389
H -1.052 6.467 -3.016 -0.012 0.022 0.112
H 6.887 -1.063 0.461 -1.731 -0.209 1.658
H 8.423 -3.702 1.683 -2.540 -0.064 -0.631
C 5.092 -5.355 2.001 -0.167 -1.486 0.218
H -5.003 6.586 0.059 0.106 -0.019 -0.011
C 4.200 -5.781 3.342 -0.876 0.254 -1.775
C -4.868 5.485 -1.789 -0.638 -0.397 -0.347
H -3.875 1.540 0.583 1.087 -1.942 0.348
H 4.910 -0.820 -5.072 -1.326 -0.140 2.169
C -2.452 8.017 -1.401 -0.120 -0.215 0.352
H -2.949 0.489 2.878 -0.680 -1.649 -1.774
H -1.856 2.814 -1.701 1.664 -0.903 0.742
H -4.739 -1.780 2.981 -0.354 2.110 -1.037
H 5.882 -2.669 3.176 1.538 0.544 -1.934
H -2.615 6.307 0.571 0.026 -0.067 -0.232
H 6.992 -3.702 0.387 0.357 0.037 2.277
H -1.543 8.129 -0.798 -0.110 -0.227 -0.189
H -3.835 8.351 0.255 0.120 -0.065 -0.085
C -4.836 -0.725 2.439 0.221 -0.973 0.246
H 1.950 -0.748 -4.594 1.816 1.294 0.866
H -0.915 1.153 -3.346 1.709 0.774 1.821
H 4.561 -4.480 1.424 1.091 -1.551 1.338
H -4.902 4.852 0.293 0.209 0.144 -0.136
H 3.805 -3.014 -4.796 0.441 1.081 2.136
H -4.480 -2.795 0.602 -2.186 0.992 -0.587
H 1.775 -2.365 -3.135 2.400 -0.930 0.754
H -0.542 6.142 -1.323 -0.130 -0.068 -0.125
H 5.079 -2.972 -3.408 -2.272 1.026 -0.499
H 4.047 -0.505 0.619 1.007 -2.123 0.197
H 6.112 -5.380 5.401 -1.327 1.402 1.399
C -4.532 5.679 -0.324 -0.343 0.078 0.597
H -5.736 -2.342 -0.768 0.163 -0.089 2.348
H 7.269 -6.028 1.945 -1.138 2.160 0.884
C -8.492 -4.224 -0.648 0.963 0.082 0.352
H 3.824 -3.532 3.246 -0.383 -1.949 1.678
C 5.368 -4.862 6.141 -1.122 -0.669 1.139
H 3.259 -6.363 2.893 2.009 1.196 1.076
C 7.239 -3.702 1.531 0.466 -0.518 1.517
H -0.463 1.644 1.592 -0.183 0.036 -0.069
C 4.612 -2.289 -0.727 -0.440 0.156 1.102
C -3.740 6.121 -2.590 0.241 0.026 -0.171
C 6.684 -2.380 2.348 0.402 0.710 -0.224
C 4.598 -1.541 0.765 0.133 0.236 -0.857
N -2.644 6.497 -1.582 0.869 -0.126 -0.355
H 4.736 -6.545 4.040 -0.779 1.665 -1.208
H 5.015 -6.303 1.280 0.387 2.109 1.383
C 3.040 -2.404 -1.184 0.308 -0.662 0.395
C 2.520 0.967 -3.037 0.340 -0.751 0.734
C -6.990 -4.705 -0.106 -0.441 1.001 0.400
H -8.407 -3.072 -0.949 -0.196 -2.603 0.372
H 4.587 -2.862 5.376 -0.879 -2.369 0.168
H -3.333 5.389 -3.297 0.155 0.300 0.229
H -7.013 -5.809 0.347 0.035 2.445 -1.167
C -0.862 2.299 -1.288 0.123 1.215 -1.598
H -1.396 4.878 -2.268 0.020 0.108 0.173
H -4.028 7.010 -3.158 0.127 -0.100 0.239
H -2.587 4.763 -0.331 0.091 0.231 -0.085
H 7.604 -1.917 2.946 -1.958 -0.979 -1.259
H -5.843 5.912 -2.042 0.179 -0.030 0.016
C -3.203 0.559 0.611 -0.883 -0.172 -0.235
H -4.564 9.644 -2.435 -0.047 -0.092 0.078
C 2.849 -0.054 -4.286 1.081 1.188 -0.864



Entry 2:
78
Properties=species:S:1:pos:R:3:forces:R:3 method="wB97M-V/def2-TZVPD" gap_ev="4.3 / 4.3" total_charge=-2 spin_multiplicity=2 homo_ev="-0.1 / -0.1"
N -0.123 1.755 -2.088 0.110 0.144 -0.231
H 0.156 1.037 1.573 0.015 0.034 0.008
H 3.089 -1.226 1.554 -0.005 -0.015 -0.017
N 2.102 3.632 0.647 0.015 -0.007 0.003
C 3.705 -1.938 1.000 -0.029 0.030 -0.013
H -3.147 4.087 -2.406 0.008 -0.003 -0.006
H 4.166 1.601 -0.806 -0.017 0.015 0.039
H -4.512 -1.988 -1.592 -0.001 0.004 0.007
H 6.044 -0.921 0.163 -0.002 0.005 -0.001
H 3.232 -3.980 -1.799 0.004 -0.002 0.003
C 5.630 -0.371 -1.870 -0.002 -0.020 -0.012
H 1.743 -1.593 -3.828 0.005 0.004 -0.021
C 2.309 -0.674 -3.674 0.003 -0.029 0.017
H 2.604 -3.554 -3.250 0.001 -0.009 0.008
H -4.194 -0.352 2.386 -0.004 -0.026 0.003
H -3.748 2.273 1.056 -0.008 0.005 0.009
H 4.623 -2.146 1.558 0.010 0.008 0.008
C -3.377 1.727 -0.983 -0.037 -0.030 -0.034
C 1.386 -3.206 -1.695 -0.068 0.139 -0.103
H -3.426 -2.441 3.613 -0.001 0.018 -0.006
Fe 0.218 -1.713 -0.118 -0.445 -0.339 0.186
H -1.666 -2.887 1.893 -0.010 -0.014 0.010
C -2.411 -2.069 3.705 -0.046 -0.017 -0.008
H 2.745 -0.350 -4.624 -0.015 0.013 0.015
H 6.630 0.006 -2.061 -0.001 0.001 0.000
H -3.954 5.478 -0.552 0.006 0.007 -0.002
H -3.931 1.637 -1.926 0.012 -0.008 0.000
C 3.397 2.137 -0.272 -0.034 0.073 -0.075
N 1.763 -1.885 -1.181 0.037 0.084 -0.009
C -3.914 -1.616 -0.771 0.011 0.039 -0.052
H 1.574 0.065 -3.345 -0.021 0.011 0.013
H 1.281 -0.833 4.100 -0.003 -0.001 0.001
H 1.697 4.494 0.961 -0.002 0.003 -0.004
C 4.659 -0.334 -2.861 0.004 -0.034 0.014
H -3.017 4.509 0.615 -0.001 0.001 0.004
N 2.329 1.476 0.284 0.151 -0.139 0.019
C -3.742 -0.752 1.484 -0.001 -0.051 0.014
H -1.818 0.081 1.806 0.002 -0.002 -0.004
C 5.298 -0.890 -0.627 0.006 -0.033 -0.004
C -4.275 2.287 0.095 -0.025 0.013 -0.011
C -2.239 -0.872 1.444 0.025 0.030 0.021
H -5.580 -1.071 0.507 -0.001 -0.007 0.006
O -4.689 3.627 -0.213 0.027 0.020 -0.008
H 4.890 0.091 -3.834 -0.004 0.001 0.000
C -4.496 -1.147 0.436 -0.003 0.009 0.025
C 0.290 2.118 1.537 0.009 -0.015 -0.011
C 1.570 2.385 0.827 -0.066 0.004 0.005
C -0.163 -1.521 2.631 0.010 0.009 0.002
N -0.579 -2.338 -1.863 0.151 -0.031 0.076
C 3.281 3.478 -0.062 -0.043 0.008 0.002
N 2.388 -3.996 -2.361 -0.029 -0.019 -0.008
C 0.256 -1.177 4.008 0.057 0.021 0.010
N 0.201 -3.063 -2.569 0.071 0.008 0.028
H 3.894 4.316 -0.345 -0.004 0.002 -0.002
C -0.559 -1.264 5.065 0.060 0.029 0.047
N 0.650 -1.346 1.679 0.029 0.127 0.003
C 4.027 -1.393 -0.359 0.055 -0.012 0.066
C -1.931 -1.744 4.906 -0.062 -0.041 0.016
H -0.211 -0.991 6.056 0.007 -0.007 0.000
C 3.376 -0.818 -2.625 0.007 -0.009 0.005
C -1.121 2.174 -1.690 -0.028 -0.075 0.117
C 3.044 -1.378 -1.369 -0.039 0.040 -0.070
S 0.760 -3.943 -0.088 0.075 0.030 -0.058
C -2.633 4.018 -1.436 -0.011 0.010 -0.037
N -1.698 -1.128 0.108 0.101 -0.101 -0.019
C -1.858 -2.093 -2.052 -0.060 -0.001 0.045
H -2.550 -1.854 5.792 -0.005 0.003 -0.005
C -1.628 -1.936 2.438 -0.024 0.059 -0.052
C -2.520 -1.597 -0.875 -0.017 0.027 -0.081
C -3.571 4.479 -0.334 -0.020 -0.019 0.009
N -2.247 2.647 -1.150 0.037 -0.006 0.091
H -5.177 1.688 0.184 0.016 -0.002 0.000
H -1.741 4.644 -1.468 0.003 0.003 0.008
H -2.403 -2.518 -2.889 0.013 0.005 -0.007
H -3.001 0.745 -0.702 0.008 0.016 0.010
H 3.096 -2.842 0.929 0.019 0.002 -0.007
H 0.308 2.498 2.562 -0.002 0.011 0.004
H -0.563 2.558 1.014 0.016 0.000 0.002